No. 1
Formula: CH5NO2S
Source: the OMol25 dataset
Level of theory: ωB97M-V/def2-TZVPD

XYZ file:
```
10
Properties=species:S:1:pos:R:3
C -0.898 1.217 0.511
O -0.685 0.217 -0.482
S 0.519 -0.793 -0.232
N 0.646 -1.939 -1.211
O 1.741 0.014 0.202
H -0.188 1.993 0.164
H -0.610 0.858 1.462
H -1.924 1.665 0.624
H -0.024 -1.300 0.821
H 1.422 -1.932 -1.858
```

The SMILES is CO[S@@H](=N)=O. Its HOMO-LUMO gap is 11.13 eV. The molar mass comes out at 95.12 g/mol. As for the multiplicity: 1. The strongest force on any atom comes out at 0.09942 hartree/bohr.

No. 2
Formula: CH5NO3P
Source: the OMol25 dataset
Level of theory: ωB97M-V/def2-TZVPD

XYZ file:
```
11
Properties=species:S:1:pos:R:3
C 2.220 -0.260 -0.468
N 2.099 -0.246 0.769
O -2.985 -0.053 0.622
O -1.114 1.397 -0.407
O -0.568 -0.877 0.596
P -1.534 -0.268 -0.325
H 1.658 -1.081 -0.996
H 3.068 0.150 -0.965
H -0.414 1.456 0.176
H -3.521 0.523 0.049
H 1.091 -0.741 0.948
```

Its HOMO-LUMO gap is 7.75 eV. The molar mass comes out at 110.03 g/mol. As for the multiplicity: 1. Its charge is -1. The strongest force on any atom comes out at 0.06785 hartree/bohr.

No. 3
Formula: CH5NO3S
Source: the OMol25 dataset
Level of theory: ωB97M-V/def2-TZVPD

XYZ file:
```
11
Properties=species:S:1:pos:R:3
O -0.155 0.959 0.222
C -0.284 -0.071 -0.409
O 0.707 -0.695 -1.012
N -1.471 -0.762 -0.475
S -2.986 -0.112 -0.133
H 1.612 -0.322 -0.937
H -1.267 -1.831 -0.596
H -2.803 0.178 1.141
O 2.462 0.551 0.709
H 1.434 0.713 1.001
H 2.750 1.390 0.488
```

The SMILES is O=C(O)NS.O. Its HOMO-LUMO gap is 10.27 eV. The molar mass comes out at 111.12 g/mol. As for the multiplicity: 1. The strongest force on any atom comes out at 0.09584 hartree/bohr.

No. 4
Formula: CH5NO3S
Source: the OMol25 dataset
Level of theory: ωB97M-V/def2-TZVPD

XYZ file:
```
11
Properties=species:S:1:pos:R:3
C 0.194 -0.064 0.242
N -0.703 -0.423 -0.826
O -1.888 -4.492 -0.858
O 0.827 -1.149 0.900
O 0.200 -4.059 -1.975
S -0.440 -4.684 -0.876
H -0.186 0.714 0.996
H 1.033 0.499 -0.345
H -0.074 -1.025 -1.546
H -1.541 -0.900 -0.468
H 0.173 -1.901 0.918
```

Its HOMO-LUMO gap is 8.30 eV. The molar mass comes out at 111.12 g/mol. As for the multiplicity: 1. The strongest force on any atom comes out at 0.07275 hartree/bohr.